The following is a quantum chemistry calculation of C50H41NO4P3ReSSe3Te as an isolated structure, from OMol25.

Geometry as XYZ:
```
105
Properties=species:S:1:pos:R:3:mulliken_charge:R:1
Re 0.042 -0.300 -1.434 1.181
O -0.959 3.319 0.029 -0.346
P -1.706 3.359 1.302 0.811
C -1.288 2.057 2.500 -1.196
P 0.412 1.448 2.305 0.459
O 0.591 0.680 1.046 0.574
C 1.507 2.873 2.446 0.719
C 2.460 3.062 1.453 -0.892
C 3.307 4.162 1.507 -0.596
C 3.206 5.062 2.558 -0.505
C 2.263 4.867 3.563 -0.774
C 1.415 3.775 3.507 -0.259
C 0.717 0.452 3.784 0.668
C -0.210 -0.523 4.153 -0.424
C 0.062 -1.369 5.218 -0.668
C 1.253 -1.247 5.920 -0.619
C 2.180 -0.282 5.553 -0.759
C 1.915 0.563 4.486 -0.560
C -3.491 3.207 1.077 0.647
C -4.393 2.985 2.114 -0.187
C -5.748 2.876 1.845 -0.789
C -6.204 2.977 0.537 -0.447
C -5.306 3.176 -0.501 -0.729
C -3.949 3.291 -0.235 -0.520
C -1.396 4.927 2.163 0.347
C -0.514 5.802 1.535 -0.451
C -0.198 7.015 2.129 -0.652
C -0.758 7.358 3.351 -0.467
C -1.640 6.489 3.981 -0.710
C -1.961 5.278 3.386 -0.247
H -1.922 1.187 2.286 0.626
H -1.475 2.403 3.520 0.759
H 2.544 2.350 0.645 0.181
H 4.039 4.303 0.722 0.491
H 3.864 5.922 2.598 0.378
H 2.183 5.573 4.380 0.391
H 0.677 3.627 4.289 0.374
H -1.128 -0.647 3.588 0.331
H -0.653 -2.137 5.485 0.413
H 1.465 -1.913 6.747 0.369
H 3.116 -0.193 6.091 0.403
H 2.648 1.305 4.193 0.403
H -4.044 2.870 3.134 0.230
H -6.447 2.696 2.653 0.393
H -7.262 2.882 0.326 0.387
H -5.657 3.225 -1.524 0.424
H -3.226 3.406 -1.034 0.421
H -0.081 5.507 0.586 0.488
H 0.494 7.688 1.639 0.426
H -0.508 8.303 3.816 0.382
H -2.082 6.757 4.933 0.409
H -2.658 4.610 3.880 0.224
O -2.273 -0.884 1.796 -0.818
C -1.508 -1.392 0.982 -0.973
O -1.453 -0.977 -0.248 -0.236
C -0.618 -2.520 1.410 1.278
C -1.144 -3.348 2.408 -0.843
C -0.450 -4.437 2.893 -0.762
C 0.823 -4.697 2.388 -0.747
C 1.358 -3.888 1.410 -0.913
C 0.656 -2.786 0.886 1.144
S 1.505 -1.902 -0.361 -0.509
H -2.128 -3.104 2.788 0.438
H -0.885 -5.072 3.655 0.441
H 1.397 -5.539 2.759 0.405
H 2.347 -4.091 1.015 0.425
Se 1.305 1.837 -1.896 0.084
Se 3.476 1.548 -2.638 -0.616
Te -0.221 2.172 -3.938 -0.401
Se -1.909 0.821 -2.651 -0.506
N 0.752 -0.989 -3.071 0.669
P 0.880 -2.414 -3.679 1.056
C -0.029 -3.707 -2.786 0.357
C 0.565 -4.840 -2.242 -0.751
C -0.170 -5.685 -1.423 -0.605
C -1.498 -5.400 -1.139 -0.324
C -2.096 -4.271 -1.681 -0.847
C -1.366 -3.427 -2.503 -0.207
C 0.241 -2.434 -5.377 0.440
C 0.474 -1.295 -6.147 -0.551
C 0.033 -1.245 -7.459 -0.688
C -0.645 -2.327 -8.009 -0.435
C -0.887 -3.457 -7.243 -0.697
C -0.445 -3.511 -5.926 -0.240
C 2.589 -2.986 -3.861 0.230
C 3.594 -2.239 -3.261 0.165
C 4.918 -2.640 -3.391 -0.766
C 5.235 -3.780 -4.114 -0.473
C 4.229 -4.522 -4.724 -0.720
C 2.909 -4.121 -4.604 -0.263
H 1.615 -5.040 -2.419 0.398
H 0.306 -6.553 -0.982 0.371
H -2.061 -6.046 -0.476 0.370
H -3.124 -4.027 -1.443 0.357
H -1.822 -2.523 -2.894 0.386
H 0.973 -0.444 -5.697 0.356
H 0.209 -0.355 -8.050 0.407
H -0.994 -2.283 -9.034 0.374
H -1.427 -4.296 -7.664 0.391
H -0.647 -4.389 -5.323 0.401
H 3.344 -1.330 -2.726 -0.186
H 5.699 -2.048 -2.930 0.451
H 6.268 -4.090 -4.213 0.369
H 4.477 -5.406 -5.300 0.386
H 2.125 -4.688 -5.097 0.417
```

charge = -1
2S+1 = 4
energy relative to the best compared isomer or geometry (same formula, charge and spin) = 21.79 kcal per mole
E_LUMO (alpha / beta) = 2.281 / 2.183 eV
HOMO-LUMO gap (alpha / beta) = 6.20 / 6.22 eV